--- 1 ---
{"formula": "C37H41As3F7HgN2O3STe", "method": "the ωB97M-V functional and the def2-TZVPD basis", "total_charge": -2, "homo_lumo_gap_ev": [4.879, 6.627], "molar_mass_g_mol": 1279.755, "multiplicity": 2, "species": ["Hg", "C", "As", "C", "C", "C", "C", "C", "C", "C", "As", "C", "C", "H", "H", "H", "H", "H", "H", "H", "H", "H", "H", "H", "H", "H", "H", "H", "H", "C", "C", "C", "C", "N", "C", "S", "N", "C", "H", "H", "H", "H", "H", "H", "H", "H", "F", "C", "F", "H", "F", "Te", "F", "F", "F", "F", "O", "C", "C", "C", "C", "C", "C", "As", "C", "C", "C", "C", "C", "C", "C", "C", "C", "C", "C", "C", "H", "H", "H", "H", "H", "H", "H", "H", "H", "H", "H", "H", "H", "C", "O", "C", "O", "H", "H", "H"], "coordinates": [[-4.68, -0.81, -3.04], [-0.57, -4.55, 4.54], [-1.01, -3.39, 2.84], [-2.81, -2.68, 2.90], [0.55, -1.94, 3.39], [-0.04, -0.99, 4.37], [0.84, 0.08, 4.94], [2.21, 0.01, 4.89], [2.69, -0.90, 3.80], [1.84, -1.89, 3.07], [2.34, -3.03, 1.50], [2.21, -1.73, -0.06], [4.48, -2.80, 1.21], [-1.61, -4.46, 5.41], [0.44, -4.03, 4.93], [-0.73, -5.29, 3.55], [-3.10, -3.48, 3.71], [-3.38, -2.32, 1.98], [-3.52, -1.59, 3.69], [-1.00, -0.73, 4.71], [0.53, 0.83, 5.77], [2.74, 0.90, 5.51], [3.54, -0.91, 3.33], [1.84, -0.84, 0.57], [1.11, -1.70, -0.69], [2.87, -1.39, -0.89], [5.42, -3.17, 1.52], [4.55, -1.70, 0.79], [4.50, -3.09, 0.29], [-2.84, 4.29, 0.31], [-2.75, 3.06, 1.38], [-2.51, 2.96, 2.68], [-2.63, 1.61, 3.31], [-2.76, 0.55, 2.40], [-3.18, 0.70, 1.21], [-3.52, -0.65, 0.21], [-3.12, 1.93, 0.66], [-2.56, 1.63, 4.66], [-3.67, 3.66, -0.39], [-2.14, 4.93, -0.21], [-3.28, 5.00, 0.90], [-2.98, 3.85, 3.04], [-3.70, 1.94, -0.28], [-1.63, 1.79, 5.19], [-2.49, 0.70, 5.29], [-3.46, 1.61, 5.51], [-4.59, 2.06, -2.41], [-4.70, 1.31, -3.50], [-6.11, 1.55, -3.92], [-4.20, 1.89, -4.30], [-3.01, -3.67, -4.31], [-2.90, -3.50, -2.36], [-0.77, -4.23, -2.71], [-2.35, -1.60, -3.07], [3.09, -4.05, -5.91], [-3.69, -5.18, -2.41], [-4.68, -2.68, -2.31], [-1.37, 3.03, -4.61], [-1.01, 1.65, -5.01], [-0.35, 0.72, -3.86], [-0.06, 1.35, -2.60], [-0.61, 2.75, -2.26], [-1.34, 3.47, -3.21], [0.87, 0.13, -1.58], [2.65, 0.90, -2.07], [3.26, 0.46, -3.13], [4.67, 0.87, -2.98], [5.27, 1.59, -2.00], [4.42, 2.16, -1.09], [3.09, 1.77, -1.07], [2.17, 2.07, 0.08], [2.48, 2.79, 1.25], [1.69, 2.86, 2.36], [0.51, 2.10, 2.34], [0.25, 1.18, 1.24], [1.09, 1.34, 0.17], [-1.88, 3.90, -5.11], [-1.15, 1.34, -6.25], [0.07, -0.22, -4.54], [-1.05, 3.24, -1.37], [-1.08, 4.48, -3.28], [2.74, -0.47, -3.34], [5.22, 0.04, -3.48], [6.33, 1.60, -2.00], [4.76, 2.97, -0.43], [3.70, 3.14, 1.49], [1.88, 3.50, 3.29], [0.16, 1.76, 3.32], [-0.76, 0.69, 1.47], [1.14, -3.21, -4.03], [2.49, -3.27, -3.83], [3.50, -3.64, -4.60], [4.66, -3.56, -4.45], [0.81, -2.82, -2.87], [0.72, -4.16, -4.54], [0.97, -2.34, -4.62]], "lowdin_charge": [1.15, -0.37, 1.05, -0.47, -0.43, -0.06, -0.17, -0.11, -0.03, -0.49, 1.19, -0.43, -0.29, 0.09, 0.02, -0.02, -0.03, -0.10, 0.16, 0.03, 0.12, 0.13, 0.00, -0.01, -0.02, 0.02, -0.01, 0.04, -0.11, -0.01, -0.28, -0.05, -0.36, 0.04, -0.95, 0.51, 0.01, -0.18, 0.13, 0.06, 0.00, 0.10, 0.13, 0.05, 0.05, 0.12, -0.07, -0.42, -0.21, 0.07, -0.50, 1.77, -0.67, -0.68, 0.03, -0.55, -0.95, -0.14, -0.06, -0.12, -0.41, -0.04, -0.17, 1.35, -0.36, -0.07, -0.08, -0.12, -0.05, -0.17, -0.23, -0.06, -0.12, -0.07, -0.04, -0.29, 0.09, 0.14, 0.13, 0.08, 0.07, 0.10, 0.11, 0.09, 0.10, 0.16, 0.12, 0.07, 0.11, -0.11, -0.03, -0.51, 0.16, 0.15, 0.13, 0.05]}

***

--- 2 ---
{"formula": "C37H41As3F7HgN2O3STe", "method": "the ωB97M-V functional and the def2-TZVPD basis", "total_charge": -2, "homo_lumo_gap_ev": [4.074, 6.283], "molar_mass_g_mol": 1279.755, "multiplicity": 2, "species": ["Hg", "C", "As", "C", "C", "C", "C", "C", "C", "C", "As", "C", "C", "H", "H", "H", "H", "H", "H", "H", "H", "H", "H", "H", "H", "H", "H", "H", "H", "C", "C", "C", "C", "N", "C", "S", "N", "C", "H", "H", "H", "H", "H", "H", "H", "H", "F", "C", "F", "H", "F", "Te", "F", "F", "F", "F", "O", "C", "C", "C", "C", "C", "C", "As", "C", "C", "C", "C", "C", "C", "C", "C", "C", "C", "C", "C", "H", "H", "H", "H", "H", "H", "H", "H", "H", "H", "H", "H", "H", "C", "O", "C", "O", "H", "H", "H"], "coordinates": [[0.50, -3.30, 0.22], [-2.63, 1.80, 1.24], [-2.44, 0.80, -0.45], [-2.67, 2.47, -1.57], [-4.36, 0.16, -0.40], [-5.40, 1.08, -0.39], [-6.73, 0.67, -0.32], [-7.01, -0.71, -0.25], [-5.95, -1.60, -0.19], [-4.63, -1.20, -0.29], [-3.15, -2.52, -0.39], [-3.71, -3.18, -2.21], [-3.83, -4.08, 0.55], [-3.62, 2.28, 1.31], [-1.88, 2.58, 1.24], [-2.49, 1.12, 2.08], [-3.51, 3.06, -1.30], [-2.65, 2.19, -2.63], [-1.80, 3.07, -1.33], [-5.21, 2.14, -0.38], [-7.55, 1.38, -0.42], [-8.05, -1.07, -0.21], [-6.19, -2.64, -0.15], [-4.81, -3.09, -2.24], [-3.38, -4.19, -2.39], [-3.22, -2.49, -2.90], [-4.78, -4.48, 0.17], [-3.83, -3.91, 1.62], [-3.08, -4.87, 0.40], [2.31, -3.55, 5.58], [1.72, -2.27, 5.05], [2.23, -1.00, 5.17], [1.55, 0.03, 4.59], [0.38, -0.10, 3.87], [-0.11, -1.30, 3.71], [-1.41, -1.66, 2.70], [0.50, -2.39, 4.33], [2.06, 1.42, 4.74], [3.16, -3.25, 6.23], [2.66, -4.22, 4.77], [1.59, -4.02, 6.19], [3.14, -0.79, 5.70], [0.11, -3.30, 4.08], [2.83, 1.55, 5.50], [1.19, 2.08, 4.94], [2.43, 1.80, 3.76], [2.94, -1.74, 0.99], [1.91, -2.41, 1.60], [2.61, -3.26, 2.44], [1.38, -1.62, 2.15], [0.62, -5.99, -1.31], [0.13, -4.93, -2.76], [0.82, -6.52, -3.77], [-1.57, -5.82, -2.88], [0.39, -1.30, -3.05], [2.03, -4.22, -2.16], [-0.77, -3.91, -1.35], [6.41, 1.24, 0.31], [5.51, 2.05, 1.01], [4.15, 1.97, 0.75], [3.69, 1.07, -0.16], [4.58, 0.26, -0.86], [5.94, 0.32, -0.64], [1.80, 0.79, -0.63], [1.09, 2.28, 0.37], [0.72, 2.26, 1.70], [0.21, 3.38, 2.31], [0.05, 4.56, 1.57], [0.46, 4.61, 0.25], [0.96, 3.45, -0.37], [1.43, 3.33, -1.79], [1.39, 4.32, -2.74], [1.73, 4.05, -4.03], [2.23, 2.80, -4.38], [2.34, 1.79, -3.40], [1.89, 2.04, -2.10], [7.48, 1.31, 0.47], [5.91, 2.73, 1.74], [3.48, 2.57, 1.31], [4.21, -0.42, -1.62], [6.63, -0.31, -1.19], [0.80, 1.32, 2.28], [-0.08, 3.37, 3.37], [-0.36, 5.45, 2.07], [0.32, 5.56, -0.30], [1.03, 5.30, -2.50], [1.61, 4.85, -4.76], [2.60, 2.61, -5.36], [2.65, 0.79, -3.66], [0.01, 0.20, -6.09], [0.54, -0.58, -5.02], [-0.34, -0.78, -4.02], [-1.48, -0.49, -3.98], [0.01, 1.31, -5.90], [-1.02, -0.11, -6.29], [0.65, -0.06, -6.94]], "lowdin_charge": [1.15, -0.32, 1.15, -0.31, -0.41, -0.15, -0.10, -0.10, -0.15, -0.43, 1.09, -0.28, -0.34, 0.02, -0.02, -0.01, -0.01, 0.01, -0.01, 0.07, 0.08, 0.09, 0.08, 0.01, -0.01, 0.00, 0.01, 0.00, 0.02, -0.06, -0.32, -0.06, -0.38, 0.03, -0.96, 0.45, 0.03, -0.08, 0.07, 0.07, 0.05, 0.10, 0.12, 0.06, 0.07, 0.06, -0.10, -0.49, -0.06, 0.03, -0.50, 1.72, -0.62, -0.55, 0.12, -0.66, -0.98, -0.10, -0.09, -0.10, -0.37, -0.13, -0.09, 1.39, -0.37, -0.12, -0.11, -0.10, -0.05, -0.20, -0.19, -0.05, -0.11, -0.09, -0.08, -0.33, 0.09, 0.09, 0.09, 0.10, 0.10, 0.09, 0.11, 0.10, 0.11, 0.10, 0.10, 0.09, 0.09, -0.06, -0.02, -0.60, 0.16, 0.10, 0.09, 0.09]}

***

Order of stability, best first: 2, 1

***

--- 1 ---
{"formula": "C5H11N3O", "method": "the ωB97M-V functional and the def2-TZVPD basis", "homo_lumo_gap_ev": 7.936, "molar_mass_g_mol": 129.163, "multiplicity": 1, "species": ["C", "N", "C", "N", "O", "H", "H", "H", "H", "H", "H", "C", "C", "C", "N", "H", "H", "H", "H", "H"], "coordinates": [[1.67, -1.60, -0.48], [0.85, -1.18, 0.64], [0.22, 1.65, -0.64], [0.77, 2.07, 0.53], [0.89, 1.52, -1.66], [1.33, -0.92, 1.49], [0.21, 1.89, 1.35], [1.76, 1.93, 0.60], [1.10, -1.60, -1.42], [2.09, -2.60, -0.30], [2.50, -0.90, -0.60], [-0.55, -1.23, 0.69], [-1.83, 1.39, -1.59], [-1.30, -1.02, 1.78], [-1.14, 1.45, -0.51], [-0.99, -1.70, -0.19], [-2.92, 1.28, -1.51], [-1.39, 1.38, -2.60], [-0.89, -0.56, 2.67], [-2.36, -1.23, 1.75]], "lowdin_charge": [-0.11, -0.10, -0.67, 0.17, 0.03, 0.12, 0.09, 0.11, 0.08, 0.07, 0.07, -0.27, 0.03, -0.04, 0.05, 0.11, 0.08, 0.09, 0.04, 0.04]}

***

--- 2 ---
{"formula": "C5H11N3O", "method": "the ωB97M-V functional and the def2-TZVPD basis", "homo_lumo_gap_ev": 7.082, "molar_mass_g_mol": 129.163, "multiplicity": 1, "species": ["C", "C", "C", "C", "N", "N", "N", "C", "O", "H", "H", "H", "H", "H", "H", "H", "H", "H", "H", "H"], "coordinates": [[0.80, 2.45, 0.28], [1.18, -0.05, -0.06], [0.25, -1.08, -0.05], [-1.04, -0.49, -0.26], [0.47, -2.47, 0.05], [-1.75, -0.67, -1.43], [-1.85, -0.16, 0.84], [0.57, 1.15, -0.44], [2.47, -0.13, 0.41], [2.57, -0.97, 0.88], [-0.11, -2.94, 0.73], [1.44, -2.72, 0.18], [-1.27, -1.26, -2.10], [-2.72, -0.94, -1.29], [-1.27, 0.01, 1.65], [-2.41, 0.66, 0.64], [0.16, 1.23, -1.44], [1.44, 2.32, 1.15], [1.24, 3.22, -0.36], [-0.17, 2.84, 0.64]], "lowdin_charge": [-0.10, -0.33, -0.30, -0.40, 0.08, 0.12, 0.10, -0.15, 0.05, 0.09, 0.08, 0.07, 0.10, 0.09, 0.10, 0.09, 0.10, 0.07, 0.07, 0.07]}

***

Order of stability, best first: 1, 2

***

--- 1 ---
{"formula": "C5H11N3O", "method": "the ωB97M-V functional and the def2-TZVPD basis", "homo_lumo_gap_ev": 7.394, "molar_mass_g_mol": 129.163, "multiplicity": 1, "species": ["C", "C", "C", "C", "C", "N", "O", "N", "N", "H", "H", "H", "H", "H", "H", "H", "H", "H", "H", "H"], "coordinates": [[-0.04, -1.55, -0.28], [1.08, 1.59, -0.90], [1.12, -0.13, 1.82], [-0.67, -0.23, -0.79], [0.32, -0.34, 0.59], [-1.39, -0.26, -1.94], [-1.59, -0.01, 1.83], [-1.25, -0.12, 0.51], [0.66, 0.24, -0.68], [-2.56, 0.10, 1.81], [-0.94, -0.20, -2.85], [-2.40, -0.33, -1.95], [-0.70, -2.31, 0.15], [0.75, -2.02, -0.87], [0.34, 2.13, -1.51], [1.21, 2.12, 0.05], [2.03, 1.59, -1.44], [1.06, 0.90, 2.18], [2.18, -0.36, 1.65], [0.78, -0.79, 2.63]], "lowdin_charge": [-0.02, -0.05, 0.00, -0.60, -0.39, 0.15, -0.01, -0.05, -0.05, 0.12, 0.10, 0.10, 0.11, 0.10, 0.08, 0.08, 0.08, 0.08, 0.09, 0.09]}

***

--- 2 ---
{"formula": "C5H11N3O", "method": "the ωB97M-V functional and the def2-TZVPD basis", "homo_lumo_gap_ev": 7.476, "molar_mass_g_mol": 129.163, "multiplicity": 1, "species": ["C", "C", "C", "C", "C", "H", "H", "H", "H", "H", "H", "H", "H", "H", "H", "H", "N", "N", "N", "O"], "coordinates": [[-3.14, -0.21, 0.41], [-2.14, -0.80, -0.52], [0.08, -0.96, -0.07], [2.63, -1.39, 0.33], [1.62, 0.65, -0.35], [-3.12, 0.91, 0.28], [-3.99, -0.72, -0.02], [-3.16, -0.47, 1.51], [-1.92, -1.77, -0.41], [-2.46, -0.66, -1.55], [0.26, -1.89, 0.40], [2.16, -1.74, 1.87], [4.01, -0.66, 0.18], [2.28, -2.58, -0.44], [2.73, 1.00, -0.73], [-0.35, 1.04, 0.56], [-0.83, -0.11, -0.27], [1.32, -0.60, 0.00], [0.95, 1.83, -0.38], [-0.11, 1.99, 0.52]], "lowdin_charge": [-0.10, -0.25, -0.28, -0.07, -0.25, 0.10, 0.06, 0.09, 0.06, 0.12, 0.12, 0.19, 0.23, 0.16, 0.14, -0.01, 0.03, -0.24, 0.00, -0.11]}

***

--- 3 ---
{"formula": "C5H11N3O", "method": "the ωB97M-V functional and the def2-TZVPD basis", "homo_lumo_gap_ev": [8.287, 8.285], "molar_mass_g_mol": 129.163, "multiplicity": 1, "species": ["C", "C", "C", "C", "C", "N", "N", "N", "O", "H", "H", "H", "H", "H", "H", "H", "H", "H", "H", "H"], "coordinates": [[0.58, -0.39, -0.43], [1.30, 0.37, -1.52], [1.48, -0.65, 0.77], [-1.59, 0.46, -1.18], [-0.76, 0.59, 0.30], [-1.93, -1.32, 0.97], [-0.30, 1.87, 0.62], [-1.55, 0.01, 1.18], [-2.13, -0.39, -1.74], [0.15, -1.32, -0.80], [-2.69, -1.53, 1.60], [-1.17, -1.98, 1.10], [-0.32, 2.54, -0.13], [-0.73, 2.20, 1.47], [0.68, 0.55, -2.40], [2.17, -0.20, -1.88], [1.68, 1.33, -1.15], [2.28, -1.34, 0.49], [1.93, 0.28, 1.12], [0.92, -1.08, 1.60]], "lowdin_charge": [-0.32, -0.09, -0.09, -0.04, -0.58, 0.01, 0.10, -0.03, 0.14, 0.11, 0.08, 0.07, 0.09, 0.09, 0.07, 0.08, 0.08, 0.08, 0.08, 0.07]}

***

Order of stability, best first: 3, 1, 2